# 1
C50H46BN14OS2Ti as an isolated structure at a distorted geometry, computed with ωB97M-V with the def2-TZVPD basis set.

XYZ file:
```
115
Properties=species:S:1:pos:R:3:forces:R:3
Ti -0.239 -0.944 -0.080 -0.69 -0.94 2.41
C 0.911 1.356 2.842 -1.22 0.13 -0.56
C -0.047 0.176 3.047 -0.25 -1.10 -0.24
C -0.949 -0.041 4.114 0.48 -0.68 -0.61
C -1.427 -1.354 3.979 1.42 -0.06 -1.17
N -0.820 -1.930 2.882 -0.40 3.34 0.29
N -0.048 -0.947 2.236 -0.74 0.28 0.97
B -1.308 -3.166 2.107 0.64 0.36 1.91
N -2.430 -2.710 1.120 -1.08 0.10 -1.54
C -3.780 -2.937 1.150 0.70 0.81 -0.83
C -4.311 -2.656 -0.103 1.17 -0.31 -0.42
C -3.231 -2.277 -0.951 0.24 0.93 2.26
C -3.222 -1.823 -2.369 -0.13 0.17 -0.30
N -2.101 -2.191 -0.177 -0.80 -0.75 0.98
N -0.108 -3.689 1.267 0.48 1.27 -1.90
C 0.315 -4.928 1.093 0.81 -0.41 -2.76
C 0.960 -5.040 -0.175 -0.10 0.67 0.85
C 1.017 -3.721 -0.703 -0.03 -1.71 1.11
C 1.840 -3.225 -1.879 -0.95 1.02 0.08
N 0.346 -2.927 0.166 0.14 0.13 0.53
N -1.683 -4.111 3.267 -0.26 -0.89 -1.46
C -2.425 -5.256 3.128 -0.53 -0.34 -0.30
C -2.235 -6.031 4.227 1.31 0.02 0.79
C -1.169 -5.369 4.981 -2.11 0.72 -1.09
C -0.543 -5.760 6.269 0.67 -0.58 -0.13
N -0.910 -4.205 4.406 0.49 -0.04 -0.34
H 0.404 2.343 2.874 0.02 -0.68 0.20
H 1.410 1.334 1.878 -0.08 -0.22 -0.06
H 1.686 1.370 3.591 0.18 -0.15 0.46
H -1.157 0.658 4.905 -0.04 -0.07 0.11
H -2.071 -1.964 4.602 0.15 0.27 -0.06
H -4.319 -3.138 2.068 0.34 -0.44 -0.11
H -5.316 -2.773 -0.441 -0.44 -0.04 0.09
H -3.876 -0.969 -2.602 0.18 -0.05 0.60
H -3.598 -2.587 -3.050 0.25 -0.32 0.14
H -2.197 -1.546 -2.615 -0.42 -0.20 -0.27
H 0.162 -5.706 1.791 -0.42 -0.47 0.71
H 1.353 -5.952 -0.631 -0.02 0.53 0.36
H 2.819 -3.706 -1.954 -0.27 -0.01 0.21
H 1.958 -2.139 -1.708 0.39 -0.51 -0.28
H 1.329 -3.294 -2.865 0.17 -0.26 0.76
H -3.001 -5.529 2.226 0.24 0.62 0.67
H -2.743 -6.941 4.498 0.13 -0.12 -0.17
H -0.225 -6.818 6.166 -0.43 0.41 0.40
H -1.252 -5.639 7.123 0.79 -0.07 -0.56
H 0.415 -5.211 6.375 -0.81 0.01 0.34
C -0.313 -0.602 -1.941 1.25 0.28 -4.38
C -0.010 -0.629 -3.180 -0.80 -0.07 3.64
C 0.359 -0.552 -4.526 -0.34 1.76 -1.27
C 0.382 0.768 -5.095 -0.60 -0.31 0.96
C 0.689 0.949 -6.432 0.27 1.53 0.50
C 1.100 -0.101 -7.215 -0.11 -1.22 0.56
C 1.146 -1.393 -6.651 -1.03 0.48 -0.62
C 0.622 -1.621 -5.378 1.10 0.01 -0.47
H 0.013 1.575 -4.429 0.59 -0.34 -0.72
H 0.716 1.961 -6.867 -0.34 -0.52 0.35
H 1.267 0.076 -8.266 0.41 -0.18 -0.03
H 1.412 -2.209 -7.312 -0.04 -0.13 0.29
H 0.458 -2.615 -5.038 0.14 -0.70 0.24
C 1.196 8.202 -1.327 0.44 -0.87 -0.54
O 1.362 7.172 -0.315 0.45 -2.31 -0.54
C 1.825 5.906 -0.725 -1.50 3.34 1.20
S 1.843 4.741 0.502 0.23 0.00 -0.70
S 2.268 5.546 -2.255 0.14 -0.58 0.15
H 0.845 9.120 -0.842 0.21 -0.50 0.04
H 0.482 7.856 -2.105 0.35 0.28 0.51
H 2.190 8.308 -1.777 -0.36 0.51 -0.13
N 6.916 -0.528 1.074 -0.45 0.00 -2.26
C 8.210 -0.373 0.603 0.06 0.53 -0.19
C 9.453 -0.361 1.277 -0.57 0.09 -0.81
C 10.513 0.124 0.542 0.79 -0.18 0.93
C 10.400 0.503 -0.778 -0.31 -0.08 -2.15
C 9.197 0.453 -1.485 0.30 0.71 0.00
C 8.057 0.057 -0.763 0.22 0.06 1.27
N 6.727 0.144 -1.086 -1.02 -0.89 1.20
C 6.052 -0.290 0.000 2.89 1.40 -1.02
C 4.629 -0.285 0.099 -1.67 -0.05 -0.48
C 3.949 -1.085 1.068 0.27 1.49 -1.12
C 2.581 -1.039 1.069 -0.62 -0.22 0.83
N 1.819 -0.317 0.181 -0.04 -1.06 0.56
C 2.442 0.458 -0.716 2.10 -0.31 0.66
C 3.840 0.514 -0.797 -0.53 -0.80 0.80
H 6.584 -1.039 1.841 0.15 -0.55 1.38
H 9.577 -0.717 2.278 -0.07 0.03 0.44
H 11.531 0.272 0.935 -0.71 -0.48 0.34
H 11.341 0.743 -1.291 -0.67 0.24 0.11
H 9.109 0.860 -2.510 0.09 -0.54 0.68
H 4.512 -1.628 1.815 -0.30 -0.16 -0.05
H 2.039 -1.543 1.897 0.27 0.27 -1.07
H 1.824 1.088 -1.304 -0.36 0.33 -0.71
H 4.296 1.163 -1.529 0.21 -0.05 0.09
N -5.947 3.637 1.050 -0.54 1.15 -1.26
C -6.880 4.512 0.458 0.44 -0.83 0.24
C -8.006 5.130 0.946 -1.03 0.24 1.09
C -8.872 5.729 0.029 -0.58 0.19 1.18
C -8.546 5.805 -1.294 1.84 -1.00 -1.17
C -7.314 5.285 -1.738 -1.01 1.17 -1.64
C -6.493 4.615 -0.889 -0.29 0.02 1.85
N -5.330 3.943 -1.086 1.44 -1.34 0.13
C -5.061 3.321 0.045 0.30 -0.02 -0.17
C -3.882 2.423 0.247 0.90 0.25 -0.27
C -3.774 1.419 1.235 0.04 0.38 -0.12
C -2.637 0.617 1.217 0.59 -1.13 -0.17
N -1.535 0.833 0.429 -0.99 -1.27 0.70
C -1.578 1.880 -0.387 -0.91 0.48 -0.16
C -2.722 2.616 -0.571 -1.45 1.15 -0.27
H -6.144 3.164 1.894 0.20 -0.44 0.80
H -8.242 5.146 2.021 0.06 -0.20 -0.59
H -9.849 6.158 0.299 0.70 -0.30 0.37
H -9.249 6.186 -1.999 -0.19 0.45 -0.39
H -6.965 5.408 -2.759 -0.36 -0.03 -0.08
H -4.545 1.261 2.012 0.47 -0.12 -0.74
H -2.589 -0.350 1.765 -0.16 1.15 -0.05
H -0.683 2.128 -0.894 0.68 0.14 -0.66
H -2.793 3.414 -1.349 0.27 -0.73 0.83
```
Positions in Å, forces in eV/Å.

Output
spin multiplicity	2
expectation value of S²	0.76
energy relative to the best compared isomer or geometry (same formula, charge and spin)	65.1	kJ/mol
charge	+2
frontier orbital gap	5.14	eV

---

# 2
C50H46Cl4N4O2S7Ti as an isolated structure at a distorted geometry, computed with ωB97M-V with the def2-TZVPD basis set.

XYZ file:
```
114
Properties=species:S:1:pos:R:3:forces:R:3
Ti -0.765 -1.050 -0.362 -2.71 -0.42 1.99
C -4.957 -0.930 -0.661 0.36 -0.27 0.11
C -5.294 -0.480 0.763 0.28 0.10 0.19
S -3.813 0.006 1.719 -0.34 0.06 -0.11
C -4.572 0.016 3.390 0.16 0.02 -0.49
C -3.506 0.365 4.447 0.42 -0.02 -0.39
S -1.779 0.275 3.833 0.07 -0.02 0.25
C -1.292 -1.424 4.267 -0.15 0.31 -0.18
C -2.155 -2.532 3.691 0.08 -0.28 -0.29
S -1.912 -2.985 1.919 -0.47 0.27 0.45
C -3.675 -3.373 1.626 0.32 -0.13 -0.11
C -4.000 -3.506 0.145 0.26 0.25 -0.23
S -3.550 -2.083 -0.897 -0.67 0.25 0.36
H -4.655 -0.091 -1.289 -0.08 0.06 0.04
H -5.841 -1.394 -1.102 -0.04 0.10 -0.05
H -5.791 -1.292 1.299 -0.07 0.00 0.00
H -5.976 0.374 0.730 -0.11 -0.12 -0.10
H -5.014 -0.967 3.574 -0.01 0.00 0.04
H -5.375 0.754 3.389 -0.04 -0.04 0.15
H -3.591 -0.271 5.329 -0.06 0.05 0.03
H -3.615 1.402 4.761 -0.05 -0.04 0.04
H -1.316 -1.488 5.356 0.08 -0.11 -0.01
H -0.259 -1.504 3.933 0.10 0.00 0.01
H -3.204 -2.259 3.805 0.00 -0.11 0.02
H -1.976 -3.446 4.260 -0.08 0.03 0.11
H -4.252 -2.570 2.081 0.03 -0.04 -0.05
H -3.907 -4.313 2.130 -0.08 0.00 0.00
H -5.064 -3.705 0.012 0.00 -0.11 -0.01
H -3.429 -4.325 -0.295 -0.07 -0.08 0.02
Cl 2.910 -3.035 -5.542 0.07 0.00 -0.12
C 1.756 -2.983 -4.264 -0.05 -0.06 0.06
C 0.999 -4.105 -3.952 0.07 0.11 0.05
Cl 1.198 -5.562 -4.852 -0.01 -0.09 -0.06
C 0.094 -4.065 -2.885 0.04 0.13 0.03
Cl -0.838 -5.447 -2.446 -0.08 -0.12 0.05
C -0.053 -2.914 -2.124 0.33 -0.16 -0.38
O -0.857 -2.786 -1.083 0.29 -2.01 -1.01
C 0.725 -1.774 -2.446 0.17 -0.45 -0.34
O 0.571 -0.734 -1.641 1.42 -0.05 -1.47
C 1.610 -1.815 -3.511 -0.09 -0.02 0.16
Cl 2.562 -0.406 -3.822 0.03 0.07 0.01
N 0.272 -0.807 1.216 2.07 -0.03 1.64
S 1.740 -0.909 0.968 -0.09 0.53 0.86
N 2.508 0.223 0.156 0.21 -0.01 0.02
S 1.912 1.667 -0.165 -0.92 -0.28 -0.13
N 0.560 2.004 -0.698 1.28 0.27 0.67
S -0.990 1.420 -1.774 -2.20 0.27 -0.53
N -1.748 0.441 -0.885 -0.75 1.93 -0.90
C -1.757 1.144 -3.469 0.63 -0.07 -0.02
C -1.780 2.153 -4.421 0.02 0.08 0.07
C -2.145 1.851 -5.725 -0.03 0.00 0.00
C -2.453 0.545 -6.077 -0.03 -0.04 -0.03
C -2.404 -0.464 -5.123 -0.01 0.06 -0.02
C -2.044 -0.167 -3.818 -0.03 0.00 0.10
C -1.766 3.034 -1.461 0.29 0.10 0.05
C -1.092 4.236 -1.609 0.13 -0.08 -0.08
C -1.718 5.423 -1.259 -0.03 0.07 -0.02
C -3.015 5.406 -0.767 -0.06 -0.05 0.00
C -3.693 4.201 -0.641 0.02 0.10 -0.02
C -3.066 3.014 -0.984 0.02 -0.18 -0.03
C 2.038 2.612 1.361 0.14 0.23 0.04
C 0.844 3.024 1.937 -0.01 -0.18 -0.17
C 0.878 3.770 3.103 0.02 0.02 0.14
C 2.095 4.124 3.670 -0.01 -0.04 -0.05
C 3.283 3.714 3.078 0.06 0.05 0.09
C 3.261 2.946 1.926 -0.03 -0.15 -0.13
C 3.251 2.239 -1.185 0.40 -0.03 -0.11
C 4.554 1.792 -0.982 -0.15 -0.02 0.00
C 5.560 2.240 -1.819 0.11 0.04 -0.03
C 5.269 3.113 -2.860 -0.15 -0.03 0.01
C 3.962 3.535 -3.067 0.19 0.06 -0.09
C 2.952 3.103 -2.225 -0.29 -0.07 0.25
C 2.632 -0.937 2.524 0.29 -0.05 0.06
C 2.294 0.013 3.481 -0.22 -0.06 -0.17
C 3.017 0.081 4.658 0.03 0.00 0.10
C 4.076 -0.792 4.880 0.01 -0.03 -0.07
C 4.400 -1.744 3.924 0.04 0.03 0.14
C 3.682 -1.821 2.742 -0.10 0.07 -0.09
C 2.332 -2.427 0.237 0.07 0.15 -0.38
C 3.381 -2.416 -0.671 -0.07 0.18 0.02
C 3.810 -3.613 -1.219 0.01 -0.07 -0.06
C 3.196 -4.803 -0.853 -0.04 0.01 -0.01
C 2.159 -4.802 0.072 0.01 -0.07 -0.07
C 1.713 -3.610 0.616 -0.05 0.22 0.17
H -1.528 3.170 -4.144 0.00 -0.01 -0.04
H -2.179 2.636 -6.470 -0.01 0.00 0.01
H -2.727 0.310 -7.097 0.00 0.00 0.00
H -2.637 -1.486 -5.396 0.00 0.00 0.01
H -1.999 -0.947 -3.068 -0.02 -0.01 -0.02
H -0.073 4.238 -1.973 -0.01 0.04 0.06
H -1.195 6.365 -1.358 0.05 -0.03 -0.02
H -3.498 6.330 -0.476 0.01 0.01 -0.03
H -4.709 4.188 -0.267 0.02 -0.03 0.02
H -3.552 2.057 -0.860 -0.04 -0.02 0.07
H -0.085 2.737 1.463 -0.04 0.05 0.01
H -0.051 4.080 3.564 0.00 0.00 0.00
H 2.122 4.720 4.573 -0.01 0.01 0.00
H 4.232 4.002 3.511 0.00 -0.04 0.02
H 4.184 2.607 1.474 0.01 0.07 0.02
H 4.752 1.077 -0.196 0.06 0.00 -0.02
H 6.575 1.899 -1.666 0.00 -0.01 -0.01
H 6.056 3.448 -3.522 0.01 0.01 0.01
H 3.728 4.195 -3.891 0.00 0.01 0.00
H 1.923 3.405 -2.369 0.04 -0.02 -0.04
H 1.463 0.683 3.298 -0.04 0.02 0.04
H 2.752 0.817 5.406 0.00 0.02 -0.02
H 4.650 -0.730 5.795 -0.03 0.00 0.02
H 5.216 -2.434 4.101 0.00 0.00 -0.01
H 3.929 -2.561 1.993 0.08 0.02 0.10
H 3.832 -1.471 -0.945 -0.01 -0.03 -0.09
H 4.615 -3.615 -1.943 -0.02 0.01 -0.01
H 3.516 -5.736 -1.300 0.01 0.01 0.02
H 1.685 -5.731 0.357 -0.05 0.00 -0.02
H 0.898 -3.590 1.329 -0.07 -0.03 -0.05
```
Positions in Å, forces in eV/Å.

Output
spin multiplicity	3
expectation value of S²	2.01
energy relative to the best compared isomer or geometry (same formula, charge and spin)	0.0	kJ/mol
frontier orbital gap (spin up / spin down)	5.96 / 6.24	eV